76
Properties=species:S:1:pos:R:3:mulliken_charge:R:1 method="wB97M-V/def2-TZVPD" e_tot_ev=-37745.563 e_homo_ev=-7.680 mol_weight_g_mol=402.57 de_lowest_kcal_mol=550.7 e_lumo_ev=-0.6 gap_ha=0.261
H -13.53 6.31 -22.16 0.511
H -18.00 9.88 -21.37 0.493
C -16.82 6.88 -20.38 -0.897
C -18.48 8.11 -22.77 2.682
H -17.63 11.48 -20.48 0.362
O -20.08 12.46 -22.47 -0.693
H -20.36 7.15 -22.79 0.565
O -20.61 9.08 -22.30 -0.469
H -21.66 8.80 -20.54 0.275
H -22.61 8.48 -22.00 0.372
C -16.11 10.79 -20.72 -0.822
C -18.54 8.77 -24.16 -2.192
H -16.84 13.66 -20.43 0.380
H -19.78 7.48 -21.17 0.394
O -18.94 9.44 -17.84 -0.344
C -14.03 7.19 -21.77 -0.958
C -18.63 9.81 -16.49 -1.063
C -14.03 9.83 -21.32 -0.182
H -17.23 11.46 -22.21 0.862
H -20.02 10.50 -21.90 0.429
N -17.79 6.83 -22.70 -0.640
H -18.38 6.23 -23.26 0.405
O -15.40 9.87 -21.61 -0.018
H -22.37 10.06 -21.58 0.401
H -21.74 12.67 -19.36 0.341
H -14.73 9.36 -18.66 0.137
H -18.54 11.05 -22.65 0.555
C -21.83 9.11 -21.57 -1.019
H -21.48 13.05 -20.98 0.388
C -17.41 12.10 -21.34 -2.266
H -19.95 11.15 -19.61 1.136
H -16.53 9.12 -18.84 -0.576
H -13.52 10.76 -21.53 0.212
H -11.64 7.54 -22.04 0.282
H -16.50 8.38 -16.65 0.405
H -17.54 9.85 -16.41 0.639
H -15.00 7.20 -22.26 -0.030
H -17.96 8.69 -22.01 -1.162
H -19.79 9.77 -18.14 0.375
O -18.01 9.16 -19.39 -0.170
H -16.50 7.23 -21.36 0.191
H -19.21 8.33 -24.89 0.215
H -16.04 10.34 -19.73 0.397
C -18.62 9.88 -20.47 -3.369
H -19.91 10.78 -23.65 0.842
H -21.94 11.36 -20.54 0.001
C -21.34 12.23 -20.27 -0.824
H -11.70 8.61 -20.83 0.228
C -13.42 8.61 -22.08 0.474
N -11.99 8.45 -21.79 -0.726
O -18.14 7.30 -20.07 -0.820
H -18.99 9.06 -15.79 0.246
H -17.50 8.74 -24.50 0.548
H -18.93 10.86 -20.13 0.866
H -18.67 9.85 -24.10 0.336
H -19.50 9.32 -20.79 1.401
H -13.51 8.82 -23.14 0.192
O -16.41 13.06 -21.04 -0.596
H -16.85 5.80 -20.56 0.406
C -19.84 7.89 -22.18 -1.030
H -18.26 9.56 -18.55 0.569
C -15.62 8.83 -18.33 0.401
H -15.45 7.78 -18.58 0.534
H -14.13 7.12 -20.68 0.164
O -15.79 8.97 -16.91 -0.758
H -18.29 12.74 -21.48 0.655
O -19.97 11.94 -20.15 -0.509
H -15.56 11.73 -20.79 1.616
H -17.16 10.88 -20.98 -0.486
H -16.07 7.18 -19.65 -0.406
H -17.74 6.39 -21.79 0.135
H -19.12 10.77 -16.30 0.289
C -19.62 11.16 -22.67 -1.020
H -20.09 12.64 -21.53 0.371
H -18.07 8.23 -19.86 0.567
H -13.87 9.50 -20.29 -0.204



92
Properties=species:S:1:pos:R:3:mulliken_charge:R:1 method="wB97M-V/def2-TZVPD" e_tot_ev=-59784.392 e_homo_ev=-8.834 mol_weight_g_mol=604.67 de_lowest_kcal_mol=116.0 e_lumo_ev=-0.5 gap_ha=0.305 smiles="NC(N)=O.NC(N)=O.NC(N)=O.NC(N)=O.NC(N)=O.NC(N)=O.NC(N)=O.CCO.CCO.CCO.CCO"
N 5.22 -15.30 19.25 0.686
C 4.03 -14.40 14.89 -0.654
H 9.92 -16.04 22.76 0.303
N 1.02 -14.58 22.55 -0.538
C 9.55 -10.69 17.34 0.701
H 0.30 -15.29 22.54 0.190
N 4.41 -12.19 19.57 0.047
H 4.68 -14.53 16.92 -0.051
C 2.15 -14.97 22.04 0.732
C 4.01 -15.05 16.24 0.011
N 7.58 -19.18 17.83 -0.227
H 6.80 -20.80 16.38 0.201
H 5.26 -19.97 16.14 0.208
H 9.81 -9.18 18.71 0.169
O 2.96 -14.28 21.45 -0.618
N 3.17 -17.40 18.74 -0.114
H 8.19 -19.86 17.39 0.283
O 7.02 -13.96 19.32 -0.353
H 6.49 -18.15 21.25 0.375
O 0.95 -17.30 18.40 -0.744
H 6.58 -12.22 20.55 0.064
H 3.16 -14.71 14.32 0.379
N 6.86 -16.71 15.12 -0.005
H 11.69 -16.36 17.72 0.367
O 5.26 -14.55 14.17 -0.538
N 9.99 -9.59 17.81 -0.374
O 4.50 -9.96 20.04 -0.725
H 4.57 -14.68 19.70 -0.008
H 8.75 -15.13 21.12 -0.705
H 3.23 -16.66 21.85 0.165
C 7.82 -17.15 14.37 0.524
C 2.06 -17.70 18.01 0.474
H 3.83 -13.33 14.97 0.345
H 3.46 -12.27 19.25 0.178
N 6.25 -11.28 20.35 -0.239
H 10.81 -17.41 16.90 0.304
H 8.28 -10.87 18.88 0.041
H 9.09 -15.66 16.44 -0.231
C 7.40 -17.63 21.55 -0.324
H 4.96 -13.03 19.57 -0.317
N 2.20 -18.17 16.78 -0.321
O 9.84 -11.08 16.22 -0.708
H 0.69 -13.64 22.38 0.272
C 4.97 -11.08 20.00 0.442
H 7.98 -18.46 18.41 -0.071
H 4.91 -16.14 18.78 -0.377
H 3.02 -14.96 16.68 0.483
C 10.64 -16.56 17.56 -0.467
C 9.91 -15.25 17.01 -0.104
H 8.77 -12.56 21.14 -0.012
H 6.60 -16.97 18.61 -0.584
H 8.01 -16.01 18.69 -1.273
H 8.30 -12.24 17.82 -0.049
N 8.44 -18.19 14.83 -0.332
H 6.32 -15.89 14.85 0.191
O 10.18 -15.14 22.55 -0.634
C 7.63 -18.00 23.11 -0.490
H 6.70 -10.41 20.59 0.215
O 8.51 -17.06 23.72 -0.465
N 2.40 -16.22 22.21 -0.345
H 4.05 -17.71 18.36 0.116
H 8.29 -14.36 22.58 0.280
N 7.00 -16.04 18.70 2.700
O 9.96 -16.84 18.78 -0.374
H 2.95 -17.02 19.65 -0.098
H 8.00 -18.63 15.62 0.245
H 8.19 -17.88 20.84 0.124
H 4.35 -16.08 16.23 -0.087
O 5.49 -18.37 18.01 -0.569
H 1.71 -16.71 22.76 0.150
H 7.21 -16.56 21.45 -0.143
H 6.85 -17.07 16.06 -0.034
N 8.66 -11.33 18.07 -0.051
O 8.12 -16.61 13.34 -0.713
H 6.71 -17.92 23.67 0.348
C 9.13 -14.47 21.89 0.926
H 1.44 -18.15 16.12 0.218
H 3.09 -18.45 16.39 0.111
H 10.52 -14.72 16.27 0.471
H 10.47 -17.32 19.43 0.230
H 10.66 -9.19 17.17 0.237
H 7.93 -19.04 23.07 0.296
H 9.37 -18.43 14.51 0.215
C 6.31 -19.22 17.60 0.052
N 6.16 -20.05 16.60 -0.274
H 10.34 -12.56 22.12 0.417
C 9.67 -13.09 21.44 -0.795
H 10.05 -13.36 20.46 0.224
H 9.64 -14.52 17.77 -0.122
H 8.42 -17.04 24.67 0.258
C 6.44 -15.01 19.10 0.016
H 5.08 -14.34 13.25 0.275



122
Properties=species:S:1:pos:R:3:mulliken_charge:R:1 method="wB97M-V/def2-TZVPD" e_tot_ev=-131499.040 e_homo_ev=-7.255 mol_weight_g_mol=1078.89 e_lumo_ev=1.4 gap_ha=0.318 charge=-1
N 22.49 6.94 -26.06 -0.354
H 23.99 6.24 -14.35 0.180
H 23.58 6.13 -17.50 0.088
O 24.20 8.41 -26.42 -0.647
O 16.51 11.92 -23.34 -0.668
H 25.25 6.03 -18.10 0.175
C 13.51 4.80 -19.57 0.700
H 16.49 18.14 -20.98 0.152
N 13.91 3.74 -20.22 -0.349
O 25.05 13.92 -14.01 -0.649
C 24.63 15.46 -20.74 0.657
N 26.18 1.83 -20.08 -0.360
S 20.66 6.17 -20.19 0.914
F 22.48 9.31 -17.30 -0.241
H 24.23 0.75 -26.07 0.186
C 28.33 4.65 -24.93 0.706
N 25.31 14.73 -19.99 -0.360
H 25.18 1.96 -20.02 0.196
H 28.95 5.36 -23.17 0.193
N 20.71 6.98 -18.64 -0.284
O 15.31 1.86 -25.35 -0.688
C 17.65 11.77 -23.78 0.641
N 17.74 16.62 -19.83 -0.350
O 18.95 8.57 -18.93 -0.640
O 25.03 15.90 -21.85 -0.716
H 18.24 15.79 -19.57 0.196
O 12.81 11.88 -15.97 -0.698
H 14.23 2.97 -19.65 0.128
O 21.97 6.10 -20.81 -0.598
C 20.00 4.44 -19.61 0.554
H 22.97 6.09 -15.74 0.132
N 16.70 3.61 -25.18 -0.375
H 13.65 3.53 -18.06 0.154
C 21.17 9.46 -17.59 0.558
O 21.09 9.01 -20.17 -0.653
H 28.34 1.06 -20.05 0.138
N 23.74 13.29 -12.32 -0.309
H 18.57 13.66 -23.71 0.196
N 14.39 11.17 -17.46 -0.320
H 17.65 -2.09 -13.31 0.223
C 26.62 1.05 -21.08 0.670
H 14.01 3.67 -21.22 0.188
S 20.39 8.39 -19.04 0.963
N 18.60 12.69 -23.97 -0.367
N 18.04 10.57 -24.09 -0.421
H 23.71 7.76 -28.72 0.208
H 30.02 4.30 -24.18 0.225
H 18.07 17.20 -20.58 0.153
H 14.84 3.02 -27.39 0.244
F 21.09 3.79 -19.20 -0.171
N 22.75 2.35 -25.26 -0.320
C 19.08 -1.95 -14.65 0.620
H 17.01 4.52 -25.51 0.153
F 19.02 4.62 -18.65 -0.195
N 27.16 5.07 -24.60 -0.386
H 15.16 18.27 -19.86 0.217
N 23.95 1.36 -26.83 -0.410
H 20.18 -1.34 -16.26 0.210
H 17.27 3.13 -24.50 0.186
F 20.49 9.20 -16.49 -0.222
H 18.58 -0.71 -16.17 0.171
C 22.86 2.10 -26.57 0.696
N 13.34 4.47 -18.28 -0.376
H 26.81 2.01 -19.31 0.163
H 22.68 6.76 -25.08 0.179
C 13.69 11.06 -16.31 0.668
C 23.35 7.64 -26.78 0.703
H 22.46 6.67 -28.28 0.139
H 16.08 4.31 -27.10 0.191
H 22.84 15.52 -21.19 0.224
H 18.98 10.19 -24.13 0.221
O 13.41 5.93 -20.06 -0.661
O 19.78 -2.87 -14.29 -0.631
H 15.12 10.47 -17.50 0.116
N 14.09 10.08 -15.60 -0.380
N 27.82 0.74 -20.85 -0.369
H 23.25 13.76 -11.58 0.140
N 17.98 -1.56 -14.10 -0.362
H 26.22 14.50 -20.37 0.226
H 18.95 5.64 -15.84 0.310
H 23.23 15.17 -19.48 0.194
F 21.06 10.71 -17.95 -0.220
O 22.12 2.60 -27.41 -0.657
N 23.42 15.61 -20.36 -0.404
N 23.16 7.34 -27.99 -0.380
N 19.35 -1.18 -15.71 -0.406
H 12.81 5.12 -17.71 0.219
H 14.99 9.66 -15.78 0.186
H 14.30 11.89 -18.16 0.192
H 26.32 4.85 -25.12 0.163
O 16.11 16.65 -18.30 -0.626
H 28.33 0.10 -21.44 0.211
N 16.09 17.93 -20.08 -0.398
C 15.75 2.96 -25.75 0.716
N 23.90 6.10 -15.34 -0.339
H 26.87 5.83 -24.00 0.188
H 24.95 14.40 -19.10 0.180
N 15.41 3.62 -26.81 -0.424
F 19.52 3.87 -20.74 -0.185
H 13.68 10.11 -14.68 0.239
H 23.62 12.31 -12.52 0.205
O 28.49 4.02 -25.96 -0.687
H 17.32 9.89 -23.93 0.219
C 16.61 17.04 -19.31 0.657
H 19.42 12.44 -24.49 0.185
H 23.35 1.81 -24.65 0.127
O 26.02 0.70 -22.06 -0.653
C 24.91 5.78 -16.11 0.708
N 29.17 4.81 -23.99 -0.406
H 22.06 3.00 -24.92 0.159
C 24.49 14.10 -12.97 0.644
O 18.16 5.77 -15.30 -0.631
N 24.57 5.98 -17.37 -0.250
H 17.39 -0.89 -14.58 0.175
H 25.02 16.07 -12.62 0.197
H 17.72 6.52 -15.69 0.317
H 24.11 1.07 -27.78 0.226
H 21.73 6.51 -26.55 0.155
O 26.02 5.54 -15.72 -0.681
H 23.94 15.27 -11.54 0.110
N 24.55 15.22 -12.34 -0.338
O 19.68 6.64 -21.17 -0.608



95
Properties=species:S:1:pos:R:3:mulliken_charge:R:1 method="wB97M-V/def2-TZVPD" e_tot_ev=-61861.446 e_homo_ev=-9.435 mol_weight_g_mol=622.68 de_lowest_kcal_mol=0.0 e_lumo_ev=0.0 gap_ha=0.345 smiles="NC(N)=O.NC(N)=O.NC(N)=O.NC(N)=O.NC(N)=O.NC(N)=O.NC(N)=O.CCO.CCO.CCO.CO.CO"
H -0.35 -0.49 -0.46 0.314
N -7.28 -6.07 2.22 -0.383
H -0.81 1.42 1.21 0.246
O -2.89 -4.43 8.14 -0.644
H -3.93 3.76 -4.72 0.236
N 8.26 -1.61 -4.17 -0.386
H -6.16 5.10 -3.09 0.285
C 5.83 -4.23 3.80 -0.224
H 5.07 -4.66 3.16 0.274
H -7.65 2.67 1.80 0.146
H -6.18 -7.64 0.67 0.164
C 7.32 -1.27 -3.32 0.659
H 6.85 0.37 -2.27 0.208
H 3.84 3.35 5.28 0.165
O -6.04 -4.54 1.23 -0.616
H 8.34 -2.60 -4.36 0.220
N 2.74 6.46 -4.20 -0.352
H -6.38 4.39 -4.67 0.299
H -5.31 -6.42 -0.20 0.212
H 0.17 8.34 2.18 0.218
N -0.11 -5.75 -4.40 -0.364
N 4.11 2.93 4.40 -0.374
N 7.44 0.02 -3.01 -0.387
H 5.51 5.51 3.59 0.199
N -2.58 -5.46 6.24 -0.368
H -9.26 3.21 1.60 0.198
H 7.87 -4.67 4.60 0.296
C -2.82 -4.42 6.96 0.664
H -1.47 8.47 -0.10 0.307
O 1.58 -0.88 -6.99 -0.488
H 1.89 6.31 -3.68 0.177
H 8.97 -0.97 -4.50 0.171
H 0.47 -4.93 -4.56 0.149
N 3.02 4.43 -3.60 -0.445
O 0.01 -7.88 -3.75 -0.639
C -6.39 -5.67 1.31 0.629
H -2.43 -6.37 6.63 0.213
N -8.48 3.04 2.22 -0.379
H 4.84 -4.83 5.41 0.304
H -3.84 3.87 -2.55 0.292
H -5.88 3.30 -3.42 0.365
C 4.77 3.58 3.52 0.670
N -7.46 2.94 3.99 -0.354
H -2.56 -5.27 5.24 0.161
H 3.13 7.26 -4.66 0.236
H -7.92 -5.41 2.62 0.214
H 2.25 -0.45 -6.46 0.293
C 0.50 -6.77 -3.86 0.635
O 5.12 3.17 2.42 -0.667
O 4.69 5.51 -4.55 -0.711
C 3.51 5.48 -4.15 0.634
H 0.69 -0.53 0.89 0.337
H -0.66 -1.65 0.85 0.313
H 2.01 -5.42 -3.79 0.166
H -1.57 7.88 2.00 0.232
H -1.27 0.29 2.45 0.245
H 4.50 4.94 4.89 0.130
N -3.10 -3.30 6.33 -0.392
H 4.05 1.94 4.19 0.223
H -2.91 -0.27 0.63 0.306
H 2.34 -7.05 -3.18 0.217
H 1.46 -1.75 -8.71 0.183
C -0.36 -0.63 0.62 -1.040
C -0.80 8.62 1.76 -0.520
C 7.21 -4.86 3.75 -0.876
H 7.73 -4.58 2.84 0.293
H 2.23 4.48 -2.96 0.210
N -5.93 -6.67 0.56 -0.384
O 5.49 -4.16 5.18 -0.521
C -1.28 0.45 1.37 -0.223
H -1.11 9.44 2.41 0.262
O -0.64 8.70 0.32 -0.499
H 5.94 -3.30 3.24 0.221
H -7.25 3.20 4.94 0.212
N 4.92 4.79 3.99 -0.345
O -9.43 4.19 3.95 -0.662
O -3.51 4.65 -3.01 -0.515
N 1.76 -6.39 -3.68 -0.388
H -6.89 2.37 3.38 0.158
H 6.94 -5.92 3.74 0.232
C -5.78 4.33 -3.76 -1.021
C -8.52 3.49 3.43 0.681
O 6.46 -2.01 -2.85 -0.660
H 2.25 -0.13 -8.70 0.244
C -4.36 4.61 -4.20 -0.255
H 8.01 0.59 -3.61 0.175
H -3.28 -2.49 6.91 0.209
H -0.96 -5.89 -4.93 0.223
H -4.21 5.50 -4.81 0.313
H 3.69 3.76 -3.26 0.251
C 2.21 -1.12 -8.24 -0.479
H 3.19 -1.60 -8.27 0.247
H -3.17 -3.27 5.32 0.158
H -7.36 -7.07 2.34 0.165
O -2.63 0.61 0.91 -0.499



88
Properties=species:S:1:pos:R:3:mulliken_charge:R:1 method="wB97M-V/def2-TZVPD" e_tot_ev=-69816.670 e_homo_ev=-9.852 mol_weight_g_mol=568.53 de_lowest_kcal_mol=0.0 e_lumo_ev=0.3 gap_ha=0.374 smiles="COP(=O)(OC)OC.COP(=O)(OC)OC.CO.CO.CO.CO.CO.CO.CO.CO.CO"
H -5.47 -0.23 0.98 0.228
H -3.26 -2.49 -2.48 -0.163
O 5.45 1.87 -0.03 -0.256
O 1.83 -1.84 -0.55 -0.479
H -3.78 -1.52 -4.53 0.173
C -2.90 -3.50 -2.25 -0.304
H 2.01 0.43 1.63 -0.004
H -4.12 -0.17 -5.71 0.280
H -4.89 0.00 -1.46 0.373
C 2.29 1.45 1.37 0.652
O -4.37 -1.31 -0.33 -0.445
H 1.15 -0.94 3.18 0.179
H -2.13 0.12 -1.04 0.290
C -4.88 -1.14 1.01 -0.528
H -5.80 2.48 -2.39 0.279
H -0.95 0.17 8.69 0.247
O -0.02 0.22 -0.75 0.367
H 3.24 1.47 0.83 -0.126
C 0.29 -1.54 3.46 -0.613
H 7.47 -0.89 -2.86 0.252
H 1.01 0.75 6.03 0.349
H -1.47 -0.73 0.34 0.146
C 5.53 3.11 0.63 -0.765
H 3.32 0.33 -3.08 0.229
O -1.02 0.48 5.33 -0.300
H -0.22 1.99 6.41 0.300
H -2.38 -0.56 7.92 0.348
H -0.96 4.39 -0.23 0.329
H 1.16 -1.14 -0.62 0.223
H -1.90 2.95 -0.60 -0.046
C -3.37 -0.68 -5.10 -0.570
O 4.55 1.88 -2.39 -0.448
O 0.29 -1.60 4.90 -0.351
O -0.01 3.01 -1.53 -0.477
O -4.89 0.67 -2.16 -0.488
H 0.21 -1.22 -3.19 -0.027
H 2.50 3.19 2.22 0.325
H -4.06 -1.06 1.73 0.156
O -3.21 -3.76 -0.88 -0.608
C -1.37 -0.75 8.28 -0.678
H 4.57 3.64 0.62 0.234
H -4.11 -2.25 -0.43 0.278
H 3.70 0.29 -1.38 0.355
O 1.76 -1.11 -4.62 -0.589
H -4.34 2.51 -1.36 0.056
H -0.10 1.17 -0.91 -0.093
H 1.13 -3.10 0.92 0.081
H 0.37 1.86 4.77 0.212
C -0.89 3.33 -0.45 -0.325
H -1.86 -3.56 -2.56 0.326
C 0.13 1.28 5.66 -0.665
O 2.35 2.29 2.51 -0.548
O 6.20 0.17 -1.60 -0.323
H 5.74 2.94 1.69 0.283
H -5.94 1.82 -0.80 0.302
H -0.51 2.88 0.47 0.197
H 0.70 0.42 -3.73 0.215
H 0.43 -2.56 3.11 0.253
H -5.45 -2.03 1.27 0.295
P -1.02 -1.10 5.67 1.037
H 2.07 -0.44 -5.23 0.323
H 6.24 0.07 -3.66 0.341
H -3.51 -4.12 -2.91 0.389
H -2.97 -4.67 -0.71 0.290
H 1.73 -3.90 -0.52 0.304
H -1.36 -1.55 9.02 0.243
H -0.67 -1.19 3.09 0.371
C -5.24 1.94 -1.63 -0.543
O 7.00 2.62 -1.95 -0.731
C 3.48 0.96 -2.21 -0.587
H -3.35 0.39 -3.44 0.330
O -0.54 -1.19 7.20 -0.335
H -1.22 -1.31 -1.38 -0.281
H -0.48 3.33 -2.32 0.288
H -0.27 -0.66 -4.73 0.147
P 5.91 1.74 -1.57 1.076
H 0.14 -3.04 -0.55 0.031
C 1.16 -3.04 -0.17 -0.267
C -1.27 -0.46 -0.69 -0.257
O -2.29 -1.76 5.39 -0.688
H -2.59 -1.11 -5.72 0.269
O -2.79 0.27 -4.22 -0.397
H 5.75 -1.41 -2.83 0.241
C 6.44 -0.57 -2.80 -0.689
H 2.52 1.44 -2.01 0.317
C 0.56 -0.62 -4.02 -0.099
H 6.33 3.75 0.27 0.374
H 1.51 1.76 0.67 -0.095